This record from the OMol25 dataset describes C11H16ClIMoN2OP as an isolated structure in a non-equilibrium geometry. The level of theory is wB97M-V/def2-TZVPD.

CARTESIAN COORDINATES (ANGSTROEM)
C -0.43 -3.98 -2.43
I 0.89 -2.40 -1.62
H -1.49 -3.83 -2.19
H 0.00 -4.87 -1.95
H -0.22 -3.96 -3.50
Mo -0.24 -0.53 -0.29
P -0.22 1.17 -1.85
C 1.34 1.69 -2.62
C -1.30 0.86 -3.28
H -1.84 2.43 -0.60
H -1.12 3.39 -1.92
H -0.21 3.12 -0.41
C -0.92 2.67 -1.12
H -2.33 0.80 -2.94
H -1.17 1.68 -3.99
H 1.12 2.42 -3.41
H 1.84 0.82 -3.06
H -1.03 -0.09 -3.75
H 2.01 2.14 -1.88
C 1.74 0.08 -0.13
O 2.88 0.32 0.01
Cl -2.65 -0.77 -0.62
N 3.36 0.64 5.12
C 2.35 0.33 4.61
C 1.11 -0.03 3.97
C -0.04 -0.38 4.68
C -1.19 -0.70 3.94
C -1.14 -0.72 2.55
N -0.03 -0.37 1.86
C 1.07 0.02 2.58
H -0.01 -0.37 5.76
H -2.11 -0.95 4.46
H -2.00 -1.01 1.97
H 1.96 0.38 2.04

Results
- net charge = +3
- HOMO-LUMO gap (spin up / spin down) (eV) = 5.72 / 5.26
- total energy (eV) = -48430.4985
- highest occupied orbital energy (spin up / spin down) (eV) = -19.51 / -19.51
- energy above the lowest of the compared OMol25 structures with the same formula, charge and spin (eV) = 0.000
- 2S+1 = 3